# 1
Density functional theory data (ωB97M-V/def2-TZVPD) for 2 unconnected molecules or ions with the total composition C7H12.

Bonds (Å) are listed after each position.
Atoms and positions in Å:
1 C 0.184 -1.587 -1.209  C2 1.553, H8 1.096, H9 1.097, H10 1.104
2 C 0.517 -0.680 0.007  C1 1.553, C3 1.535, C7 1.566, H11 1.099
3 C -0.803 -0.429 0.748  C2 1.535, C4 1.545, C6 1.579, H12 1.088
4 C -0.418 0.349 2.027  C3 1.545, C5 1.500, H13 1.098, H14 1.087
5 C -0.187 1.512 1.108  C4 1.500, C6 1.489, C7 1.543, H15 1.091
6 C -0.955 0.936 -0.031  C3 1.579, C5 1.489, C7 1.508, H16 1.085
7 C 0.551 0.882 -0.092  C2 1.566, C5 1.543, C6 1.508, H17 1.080
8 H 1.024 -1.825 -1.872  C1 1.096
9 H -0.626 -1.173 -1.823  C1 1.097
10 H -0.179 -2.561 -0.838  C1 1.104
11 H 1.334 -1.163 0.560  C2 1.099
12 H -1.551 -1.218 0.776  C3 1.088
13 H 0.498 0.011 2.531  C4 1.098
14 H -1.240 0.473 2.728  C4 1.087
15 H -0.138 2.568 1.373  C5 1.091
16 H -1.679 1.330 -0.736  C6 1.085
17 H 1.300 1.508 -0.555  C7 1.080
18 H 1.238 0.187 -2.235  H19 0.737
19 H 1.131 0.879 -2.466  H18 0.737

Results
HOMO energy: -9.4851 eV

# 2
Density functional theory data (ωB97M-V/def2-TZVPD) for 11 unconnected molecules or ions with the total composition C32H84N3O12S in a non-equilibrium geometry.

Bonds (Å) are listed after each position.
Atoms and positions in Å:
1 O -0.674 1.621 1.688  C2 1.472, H19 1.015
2 C -1.038 0.681 0.614  O1 1.472, C3 1.641, H20 1.184, H21 1.189
3 C -0.818 1.251 -0.909  C2 1.641, C4 1.655, H22 1.192, H23 1.194
4 C 0.484 2.259 -1.075  C3 1.655, N5 1.524, H24 1.187, H25 1.191
5 N 1.756 1.545 -1.516  C4 1.524, C6 1.517, H26 1.061, H27 1.053
6 C 2.804 1.443 -0.423  N5 1.517, C7 1.665, H28 1.170, H29 1.189
7 C 3.629 -0.002 -0.502  C6 1.665, C8 1.668, H30 1.184, H31 1.189
8 C 5.200 0.197 -1.025  C7 1.668, C9 1.639, H32 1.184, H33 1.192
9 C 6.291 -0.444 0.018  C8 1.639, C10 1.639, H34 1.192, H35 1.183
10 C 6.406 -2.079 -0.011  C9 1.639, C11 1.667, H36 1.187, H37 1.170
11 C 6.805 -2.593 1.524  C10 1.667, C12 1.669, H38 1.186, H39 1.174
12 C 5.456 -2.997 2.419  C11 1.669, S13 1.893, H40 1.183, H41 1.179
13 S 5.777 -2.855 4.279  C12 1.893, C14 1.873
14 C 6.153 -1.041 4.559  S13 1.873, N15 1.513, O18 1.475
15 N 7.025 -0.315 5.559  C14 1.513, N16 1.413
16 N 6.936 1.064 5.265  N15 1.413, C17 1.517
17 C 6.040 1.333 4.070  N16 1.517, O18 1.473, H42 1.172
18 O 5.565 -0.007 3.686  C14 1.475, C17 1.473
19 H -1.359 2.367 1.613  O1 1.015
20 H -0.503 -0.364 0.771  C2 1.184
21 H -2.198 0.460 0.743  C2 1.189
22 H -0.706 0.346 -1.678  C3 1.192
23 H -1.822 1.802 -1.245  C3 1.194
24 H 0.643 2.956 -0.128  C4 1.187
25 H 0.213 3.004 -1.963  C4 1.191
26 H 2.200 2.111 -2.296  N5 1.061
27 H 1.457 0.619 -1.917  N5 1.053
28 H 2.301 1.531 0.630  C6 1.170
29 H 3.536 2.375 -0.522  C6 1.189
30 H 3.571 -0.459 0.588  C7 1.184
31 H 3.058 -0.715 -1.263  C7 1.189
32 H 5.336 -0.149 -2.150  C8 1.184
33 H 5.405 1.371 -1.039  C8 1.192
34 H 7.387 0.014 -0.086  C9 1.192
35 H 5.933 -0.148 1.106  C9 1.183
36 H 7.327 -2.400 -0.687  C10 1.187
37 H 5.446 -2.634 -0.383  C10 1.170
38 H 7.411 -1.747 2.092  C11 1.186
39 H 7.499 -3.533 1.410  C11 1.174
40 H 4.536 -2.348 2.055  C12 1.183
41 H 5.247 -4.138 2.206  C12 1.179
42 H 5.746 2.323 3.515  C17 1.172
43 C -5.982 -0.256 -0.431  C44 1.515, H46 1.095, H47 1.094, H48 1.095
44 C -4.740 -0.912 -0.997  C43 1.515, O45 1.420, H49 1.094, H50 1.094
45 O -3.791 -1.129 0.038  C44 1.420, H51 0.973
46 H -5.731 0.700 0.041  C43 1.095
47 H -6.721 -0.078 -1.217  C43 1.094
48 H -6.434 -0.884 0.343  C43 1.095
49 H -4.278 -0.271 -1.754  C44 1.094
50 H -4.980 -1.874 -1.459  C44 1.094
51 H -4.208 -1.706 0.701  O45 0.973
52 C -5.440 3.004 -2.712  C53 1.515, H55 1.095, H56 1.094, H57 1.095
53 C -4.212 3.386 -1.912  C52 1.515, O54 1.420, H58 1.094, H59 1.094
54 O -3.041 2.927 -2.572  C53 1.420, H60 0.973
55 H -5.494 1.918 -2.839  C52 1.095
56 H -6.352 3.347 -2.214  C52 1.094
57 H -5.400 3.441 -3.715  C52 1.095
58 H -4.245 2.930 -0.918  C53 1.094
59 H -4.144 4.471 -1.791  C53 1.094
60 H -3.017 3.344 -3.450  O54 0.973
61 C 1.636 0.406 5.381  C62 1.515, H64 1.095, H65 1.094, H66 1.095
62 C 0.551 1.399 5.020  C61 1.515, O63 1.420, H67 1.094, H68 1.094
63 O -0.338 1.566 6.114  C62 1.420, H69 0.973
64 H 1.198 -0.561 5.649  C61 1.095
65 H 2.327 0.262 4.546  C61 1.094
66 H 2.202 0.751 6.252  C61 1.095
67 H -0.027 1.040 4.163  C62 1.094
68 H 0.979 2.373 4.763  C62 1.094
69 H 0.183 1.893 6.868  O63 0.973
70 C 5.854 5.784 0.472  C71 1.515, H73 1.095, H74 1.094, H75 1.095
71 C 5.030 4.725 1.175  C70 1.515, O72 1.420, H76 1.094, H77 1.094
72 O 5.153 3.485 0.495  C71 1.420, H78 0.973
73 H 5.525 5.902 -0.566  C70 1.095
74 H 5.767 6.748 0.982  C70 1.094
75 H 6.910 5.496 0.441  C70 1.095
76 H 3.973 5.006 1.184  C71 1.094
77 H 5.361 4.593 2.209  C71 1.094
78 H 6.094 3.240 0.499  O72 0.973
79 C 6.572 -0.257 -6.021  C80 1.515, H82 1.095, H83 1.094, H84 1.095
80 C 6.119 -1.331 -5.054  C79 1.515, O81 1.420, H85 1.094, H86 1.094
81 O 4.940 -0.914 -4.383  C80 1.420, H87 0.973
82 H 6.765 0.681 -5.491  C79 1.095
83 H 7.483 -0.561 -6.544  C79 1.094
84 H 5.793 -0.050 -6.762  C79 1.095
85 H 6.891 -1.520 -4.302  C80 1.094
86 H 5.912 -2.269 -5.578  C80 1.094
87 H 4.258 -0.758 -5.058  O81 0.973
88 C -8.968 1.515 2.834  C89 1.515, H91 1.095, H92 1.094, H93 1.095
89 C -7.543 1.873 2.465  C88 1.515, O90 1.420, H94 1.094, H95 1.094
90 O -7.362 1.755 1.061  C89 1.420, H96 0.973
91 H -9.202 0.493 2.519  C88 1.095
92 H -9.123 1.596 3.914  C88 1.094
93 H -9.678 2.176 2.326  C88 1.095
94 H -6.839 1.196 2.957  C89 1.094
95 H -7.305 2.898 2.765  C89 1.094
96 H -7.987 2.366 0.633  O90 0.973
97 C 5.693 -8.559 2.101  C98 1.515, H100 1.095, H101 1.094, H102 1.095
98 C 5.384 -7.085 2.264  C97 1.515, O99 1.420, H103 1.094, H104 1.094
99 O 4.628 -6.622 1.154  C98 1.420, H105 0.973
100 H 6.253 -8.735 1.177  C97 1.095
101 H 6.279 -8.930 2.946  C97 1.094
102 H 4.769 -9.142 2.029  C97 1.095
103 H 6.309 -6.503 2.313  C98 1.094
104 H 4.813 -6.902 3.179  C98 1.094
105 H 3.805 -7.139 1.124  O99 0.973
106 C -7.514 2.719 -6.094  C107 1.515, H109 1.095, H110 1.094, H111 1.095
107 C -7.966 1.645 -5.127  C106 1.515, O108 1.420, H112 1.094, H113 1.094
108 O -9.146 2.062 -4.456  C107 1.420, H114 0.973
109 H -7.321 3.658 -5.564  C106 1.095
110 H -6.603 2.415 -6.617  C106 1.094
111 H -8.293 2.927 -6.835  C106 1.095
112 H -7.194 1.456 -4.376  C107 1.094
113 H -8.174 0.707 -5.652  C107 1.094
114 H -9.828 2.219 -5.132  O108 0.973
115 C 3.174 -4.761 -4.894  C116 1.515, H118 1.095, H119 1.094, H120 1.095
116 C 3.103 -3.893 -6.133  C115 1.515, O117 1.420, H121 1.094, H122 1.094
117 O 2.263 -2.774 -5.895  C116 1.420, H123 0.973
118 H 2.175 -5.107 -4.609  C115 1.095
119 H 3.815 -5.631 -5.063  C115 1.094
120 H 3.569 -4.192 -4.045  C115 1.095
121 H 2.688 -4.459 -6.973  C116 1.094
122 H 4.097 -3.533 -6.418  C116 1.094
123 H 2.645 -2.274 -5.153  O117 0.973
124 C -12.595 0.060 5.869  C125 1.515, H127 1.095, H128 1.094, H129 1.095
125 C -11.382 -0.435 5.108  C124 1.515, O126 1.420, H130 1.094, H131 1.094
126 O -10.329 0.512 5.204  C125 1.420, H132 0.973
127 H -12.931 1.023 5.472  C124 1.095
128 H -13.417 -0.658 5.800  C124 1.094
129 H -12.351 0.218 6.924  C124 1.095
130 H -11.623 -0.571 4.049  C125 1.094
131 H -11.032 -1.392 5.507  C125 1.094
132 H -10.116 0.619 6.147  O126 0.973

Results
Total charge: +1
HOMO energy: -10.3617 eV

# 3
Density functional theory data (ωB97M-V/def2-TZVPD) for C17H19N3O5 in the gas phase.

Bonds (Å) are listed after each position.
Atoms and positions in Å:
1 C 2.270 5.262 1.711  C2 1.521, H26 1.086, H27 1.087, H28 1.087
2 C 1.467 4.079 2.231  C1 1.521, O3 1.431, H29 1.095, H30 1.092
3 O 0.545 3.603 1.245  C2 1.431, C4 1.334
4 C 1.023 2.766 0.322  O3 1.334, O5 1.201, C6 1.523
5 O 2.147 2.345 0.290  C4 1.201
6 C -0.059 2.404 -0.686  C4 1.523, N7 1.438, H31 1.096, H32 1.093
7 N 0.338 1.265 -1.469  C6 1.438, C8 1.347, H33 1.016
8 C 0.809 1.420 -2.722  N7 1.347, O9 1.213, C10 1.532
9 O 0.750 2.465 -3.336  C8 1.213
10 C 1.390 0.162 -3.374  C8 1.532, N11 1.440, H34 1.095, H35 1.095
11 N 1.624 -0.939 -2.475  C10 1.440, C12 1.344, H36 1.010
12 C 0.933 -2.089 -2.556  N11 1.344, O13 1.212, C14 1.541
13 O 0.153 -2.361 -3.443  C12 1.212
14 C 1.189 -3.068 -1.394  C12 1.541, N15 1.450, H37 1.090, H38 1.093
15 N 0.024 -3.052 -0.529  C14 1.450, C16 1.362, C24 1.379
16 C -0.895 -4.056 -0.582  N15 1.362, C17 1.349, H39 1.079
17 C -2.016 -4.045 0.169  C16 1.349, C18 1.426, H40 1.077
18 C -2.270 -2.948 1.044  C17 1.426, C19 1.402, C23 1.408
19 C -3.409 -2.868 1.857  C18 1.402, C20 1.374, H41 1.080
20 C -3.607 -1.782 2.675  C19 1.374, C21 1.396, H42 1.080
21 C -2.678 -0.740 2.709  C20 1.396, C22 1.374, H43 1.079
22 C -1.555 -0.795 1.920  C21 1.374, C23 1.399, H44 1.080
23 C -1.335 -1.896 1.084  C18 1.408, C22 1.399, C24 1.451
24 C -0.148 -1.927 0.250  N15 1.379, C23 1.451, O25 1.231
25 O 0.687 -1.024 0.204  C24 1.231
26 H 2.918 5.636 2.498  C1 1.086
27 H 1.602 6.058 1.390  C1 1.087
28 H 2.882 4.953 0.867  C1 1.087
29 H 2.136 3.259 2.513  C2 1.095
30 H 0.846 4.366 3.082  C2 1.092
31 H -0.189 3.250 -1.371  C6 1.096
32 H -1.000 2.215 -0.164  C6 1.093
33 H 0.523 0.416 -0.941  N7 1.016
34 H 2.320 0.455 -3.872  C10 1.095
35 H 0.687 -0.182 -4.139  C10 1.095
36 H 2.182 -0.751 -1.654  N11 1.010
37 H 1.323 -4.072 -1.795  C14 1.090
38 H 2.065 -2.769 -0.813  C14 1.093
39 H -0.670 -4.860 -1.266  C16 1.079
40 H -2.722 -4.856 0.109  C17 1.077
41 H -4.128 -3.673 1.829  C19 1.080
42 H -4.488 -1.730 3.298  C20 1.080
43 H -2.847 0.108 3.356  C21 1.079
44 H -0.818 -0.005 1.929  C22 1.080

Results
HOMO energy: -8.5652 eV

# 4
Density functional theory data (ωB97M-V/def2-TZVPD) for 2 unconnected molecules or ions with the total composition C5H12NO2 in a non-equilibrium geometry.

Bonds (Å) are listed after each position.
Atoms and positions in Å:
1 O 1.653 0.810 1.721  C2 1.199
2 C 1.684 1.049 0.547  O1 1.199, C3 1.514, H8 1.102
3 C 0.651 0.430 -0.371  C2 1.514, N4 1.475, C7 1.557, H9 1.083
4 N -0.122 -0.522 0.448  C3 1.475, C5 1.504, H10 1.025, H11 1.034
5 C -1.602 -0.295 0.303  N4 1.504, C6 1.529, H12 1.090, H13 1.088
6 C -1.760 0.957 -0.560  C5 1.529, C7 1.527, H14 1.094, H15 1.096
7 C -0.365 1.553 -0.729  C3 1.557, C6 1.527, H16 1.092, H17 1.082
8 H 2.373 1.750 0.047  C2 1.102
9 H 1.032 -0.013 -1.283  C3 1.083
10 H 0.134 -1.508 0.343  N4 1.025
11 H 0.159 -0.311 1.420  N4 1.034
12 H -2.096 -1.200 -0.049  C5 1.090
13 H -2.020 -0.198 1.303  C5 1.088
14 H -2.538 1.589 -0.121  C6 1.094
15 H -2.213 0.739 -1.533  C6 1.096
16 H -0.219 2.404 -0.060  C7 1.092
17 H -0.256 1.964 -1.724  C7 1.082
18 H 2.254 -3.080 0.764  O20 0.966
19 H 1.697 -3.325 -0.629  O20 0.964
20 O 1.556 -2.792 0.162  H18 0.966, H19 0.964

Results
Total charge: +1
HOMO energy: -14.8293 eV

Number 1: E -273.76619 hartree. Number 2: E -2734.29499 hartree. Number 3: E -1199.77237 hartree. Number 4: E -402.70742 hartree.